141
Properties=species:S:1:pos:R:3 method="wB97M-V/def2-TZVPD" total_charge=+1 lumo_ha="-0.159 / -0.163" gap_ev="5.82 / 5.71" fmax_ev_per_a=1.08
Pd -0.550 -0.459 -0.486
F -5.596 -1.131 1.668
Ge -3.972 -0.981 0.950
C -4.573 -1.248 -0.911
C -5.967 -1.438 -0.976
C -6.592 -1.853 -2.138
C -5.843 -2.138 -3.267
C -4.480 -1.938 -3.230
C -3.835 -1.445 -2.086
P -2.026 -1.264 -2.296
C -1.826 -0.452 -3.918
C -0.583 -0.518 -4.552
C -0.388 0.049 -5.801
C -1.436 0.704 -6.436
C -2.661 0.813 -5.797
C -2.852 0.257 -4.539
C -1.668 -3.034 -2.605
C -1.992 -3.896 -1.558
C -1.843 -5.267 -1.700
C -1.358 -5.792 -2.890
C -1.043 -4.941 -3.939
C -1.202 -3.566 -3.802
C -3.155 -2.415 2.001
C -4.119 -3.205 2.654
C -3.765 -4.090 3.656
C -2.441 -4.182 4.063
C -1.483 -3.431 3.415
C -1.813 -2.568 2.358
P -0.357 -1.782 1.554
C 0.620 -3.302 1.229
C -0.055 -4.513 1.042
C 0.639 -5.682 0.768
C 2.024 -5.671 0.689
C 2.706 -4.476 0.869
C 2.010 -3.301 1.119
C 0.331 -0.894 2.994
C 1.518 -1.222 3.640
C 1.942 -0.483 4.736
C 1.190 0.589 5.193
C -0.005 0.908 4.564
C -0.436 0.163 3.477
C -3.612 0.760 1.774
C -4.392 0.975 2.916
C -4.271 2.142 3.659
C -3.380 3.124 3.266
C -2.599 2.931 2.139
C -2.702 1.753 1.395
P -1.655 1.603 -0.074
C -2.718 2.162 -1.444
C -4.106 2.186 -1.309
C -4.897 2.758 -2.298
C -4.308 3.332 -3.414
C -2.928 3.285 -3.569
C -2.140 2.678 -2.606
C -0.447 2.927 0.125
C -0.674 4.233 -0.330
C 0.215 5.238 0.010
C 1.328 4.953 0.796
C 1.555 3.661 1.243
C 0.663 2.648 0.911
H -6.568 -1.277 -0.098
H -7.667 -1.987 -2.145
H -6.312 -2.510 -4.168
H -3.897 -2.164 -4.114
H 0.240 -1.042 -4.084
H 0.580 -0.028 -6.280
H -1.291 1.139 -7.417
H -3.477 1.343 -6.272
H -3.806 0.385 -4.050
H -2.388 -3.495 -0.630
H -2.111 -5.925 -0.883
H -1.243 -6.863 -3.005
H -0.685 -5.345 -4.877
H -0.981 -2.928 -4.645
H -5.160 -3.107 2.390
H -4.530 -4.685 4.139
H -2.157 -4.843 4.872
H -0.448 -3.526 3.721
H -1.131 -4.557 1.133
H 0.095 -6.608 0.631
H 2.566 -6.588 0.493
H 3.787 -4.448 0.800
H 2.539 -2.369 1.186
H 2.117 -2.055 3.304
H 2.871 -0.742 5.228
H 1.531 1.168 6.042
H -0.609 1.734 4.922
H -1.382 0.407 3.011
H -5.097 0.223 3.233
H -4.879 2.275 4.545
H -3.280 4.039 3.837
H -1.894 3.698 1.855
H -4.577 1.798 -0.416
H -5.972 2.783 -2.173
H -4.922 3.813 -4.165
H -2.463 3.716 -4.446
H -1.066 2.654 -2.741
H -1.549 4.478 -0.914
H 0.036 6.247 -0.338
H 2.024 5.743 1.050
H 2.433 3.417 1.825
H 0.867 1.642 1.252
Br 1.328 1.027 -2.161
C 1.877 -0.773 -2.320
C 3.059 -1.047 -2.971
C 3.426 -2.382 -3.068
C 2.604 -3.353 -2.523
C 1.432 -2.965 -1.898
N 1.062 -1.684 -1.797
H 3.675 -0.247 -3.358
H 4.353 -2.652 -3.559
H 2.859 -4.403 -2.571
H 0.767 -3.698 -1.458
C 6.188 5.889 4.642
C 6.142 5.175 3.317
C 7.003 4.109 3.063
C 6.977 3.442 1.850
C 6.068 3.842 0.876
C 5.208 4.909 1.100
C 5.254 5.568 2.320
S 5.976 2.958 -0.642
O 5.321 3.813 -1.586
O 7.264 2.383 -0.891
N 4.950 1.709 -0.378
C 5.368 0.613 0.517
C 4.263 -0.418 0.462
C 2.932 0.139 0.963
O 2.965 1.133 1.691
O 1.884 -0.446 0.501
H 7.191 6.264 4.853
H 5.917 5.212 5.455
H 5.500 6.734 4.663
H 7.717 3.808 3.822
H 7.675 2.641 1.641
H 4.532 5.225 0.315
H 4.606 6.421 2.492
H 4.053 2.082 -0.069
H 5.492 0.963 1.544
H 6.309 0.199 0.163
H 4.542 -1.293 1.059
H 4.120 -0.759 -0.565